{
  "formula": "C27H68BF4N9O9Pd",
  "method": "ωB97M-V with the def2-TZVPD basis set",
  "symbols": ["Pd", "C", "C", "C", "O", "H", "H", "H", "H", "H", "H", "H", "B", "F", "F", "F", "F", "C", "O", "C", "C", "N", "C", "C", "O", "C", "H", "H", "H", "H", "H", "H", "H", "H", "H", "H", "H", "H", "H", "H", "H", "C", "O", "C", "C", "N", "C", "C", "O", "C", "H", "H", "H", "H", "H", "H", "H", "H", "H", "H", "H", "H", "H", "H", "H", "C", "C", "C", "C", "C", "C", "N", "O", "C", "C", "C", "H", "H", "H", "H", "H", "H", "H", "H", "H", "H", "H", "H", "H", "H", "H", "H", "H", "H", "H", "C", "O", "N", "N", "H", "H", "H", "H", "C", "O", "N", "N", "H", "H", "H", "H", "C", "O", "N", "N", "H", "H", "H", "H"],
  "xyz": [[-2.062, -8.107, -5.816], [-4.337, -4.964, -7.850], [-3.573, -6.264, -8.201], [-2.992, -6.108, -9.629], [-2.647, -6.584, -7.269], [-5.346, -5.116, -8.232], [-4.119, -4.013, -8.335], [-4.428, -4.818, -6.774], [-4.354, -7.024, -8.178], [-2.055, -5.549, -9.634], [-3.673, -5.562, -10.282], [-2.972, -7.100, -10.079], [-0.915, -9.591, -3.945], [-0.430, -8.372, -4.166], [-0.574, -9.907, -2.717], [-2.314, -9.492, -4.017], [-0.397, -10.496, -4.837], [-1.054, -4.970, 2.574], [-1.396, -4.443, 1.299], [-0.773, -5.174, 0.220], [-1.302, -6.681, 0.058], [-2.668, -6.873, -0.348], [-3.155, -8.226, -0.687], [-4.615, -8.198, -0.783], [-5.449, -7.758, 0.310], [-5.107, -8.484, 1.527], [0.018, -5.097, 2.729], [-1.632, -5.854, 2.841], [-1.233, -4.245, 3.368], [0.290, -5.256, 0.446], [-0.873, -4.753, -0.780], [-1.068, -7.298, 0.926], [-0.726, -7.160, -0.732], [-3.312, -6.298, 0.176], [-2.756, -9.042, -0.085], [-2.712, -8.356, -1.675], [-5.097, -9.140, -1.041], [-4.848, -7.434, -1.524], [-4.109, -8.223, 1.881], [-5.088, -9.570, 1.429], [-5.869, -8.197, 2.251], [-5.168, -9.089, -4.361], [-4.386, -9.129, -5.524], [-4.562, -10.304, -6.294], [-3.638, -10.130, -7.411], [-2.229, -9.985, -6.950], [-1.292, -10.020, -8.112], [0.038, -9.356, -7.724], [-0.102, -8.247, -6.861], [1.112, -7.594, -6.678], [-6.174, -8.912, -4.741], [-4.827, -8.307, -3.682], [-5.300, -9.972, -3.735], [-5.631, -10.273, -6.504], [-4.490, -11.221, -5.709], [-3.857, -9.246, -8.010], [-3.731, -11.062, -7.969], [-2.122, -10.871, -6.478], [-1.618, -9.361, -8.917], [-1.171, -11.007, -8.557], [0.571, -9.066, -8.629], [0.616, -10.081, -7.150], [1.682, -8.234, -6.004], [0.993, -6.679, -6.097], [1.608, -7.438, -7.636], [3.997, -5.528, -4.597], [3.287, -5.372, -3.244], [2.669, -6.757, -2.854], [2.100, -6.788, -1.427], [3.288, -6.522, -0.525], [4.042, -5.214, -0.757], [4.261, -4.881, -2.167], [4.833, -3.694, -2.348], [3.269, -4.125, -0.063], [5.451, -5.429, 0.002], [2.191, -4.358, -3.576], [3.357, -5.497, -5.478], [4.483, -6.502, -4.660], [4.706, -4.727, -4.806], [1.832, -6.866, -3.544], [3.394, -7.566, -2.942], [1.751, -7.800, -1.223], [1.337, -6.024, -1.277], [3.988, -7.352, -0.620], [2.949, -6.599, 0.508], [3.747, -3.147, -0.114], [2.319, -3.877, -0.536], [3.242, -4.328, 1.008], [5.915, -4.519, 0.380], [5.533, -6.048, 0.895], [6.103, -5.999, -0.660], [1.692, -4.052, -2.657], [1.403, -4.839, -4.155], [2.504, -3.462, -4.112], [5.754, -3.947, -2.445], [-2.252, -13.669, -7.418], [-2.010, -12.801, -6.589], [-3.279, -14.387, -7.272], [-1.516, -14.041, -8.414], [-3.892, -14.188, -6.494], [-3.529, -15.027, -8.012], [-0.659, -13.551, -8.627], [-1.757, -14.859, -8.956], [-2.655, -5.634, -3.847], [-2.800, -6.765, -4.118], [-2.215, -5.160, -2.765], [-2.688, -4.703, -4.689], [-2.178, -5.830, -2.010], [-1.923, -4.196, -2.696], [-2.537, -3.765, -4.346], [-2.733, -4.963, -5.664], [0.523, -4.498, -7.949], [1.385, -3.653, -8.040], [-0.555, -4.439, -7.123], [0.334, -5.423, -8.814], [-0.592, -3.571, -6.608], [-1.263, -5.160, -7.131], [0.935, -5.445, -9.626], [-0.407, -6.080, -8.620]],
  "gap_ev": [7.75, 7.22],
  "homo_energy_ev": [-7.67, -7.67],
  "total_charge": 0,
  "multiplicity": 3,
  "s2": 2.0036
}

---

{
  "formula": "C27H68BrF6O16S2V",
  "method": "ωB97M-V with the def2-TZVPD basis set",
  "symbols": ["O", "V", "Br", "C", "F", "F", "F", "S", "O", "O", "O", "C", "F", "F", "F", "S", "O", "O", "O", "C", "C", "O", "C", "C", "H", "H", "H", "H", "H", "H", "H", "H", "H", "H", "C", "C", "O", "C", "C", "H", "H", "H", "H", "H", "H", "H", "H", "H", "H", "C", "C", "C", "O", "H", "H", "H", "H", "H", "H", "H", "H", "C", "C", "C", "O", "H", "H", "H", "H", "H", "H", "H", "H", "C", "C", "C", "O", "H", "H", "H", "H", "H", "H", "H", "H", "C", "C", "O", "H", "H", "H", "H", "H", "H", "C", "C", "O", "H", "H", "H", "H", "H", "H", "C", "C", "O", "H", "H", "H", "H", "H", "H", "C", "C", "O", "H", "H", "H", "H", "H", "H"],
  "xyz": [[-1.858, 2.857, 1.709], [-1.515, 2.727, 0.218], [0.415, 0.874, 0.477], [0.373, 2.839, -4.145], [0.652, 1.680, -4.671], [1.161, 3.017, -3.061], [0.401, 3.954, -4.953], [-1.420, 2.726, -3.410], [-1.255, 2.594, -1.964], [-2.077, 4.053, -3.687], [-2.160, 1.615, -4.037], [-3.985, 6.484, 0.432], [-4.373, 6.033, 1.640], [-4.751, 7.436, -0.012], [-2.725, 6.972, 0.547], [-4.097, 5.000, -0.828], [-3.850, 5.627, -2.142], [-3.078, 4.010, -0.490], [-5.466, 4.492, -0.783], [0.686, -4.774, -1.381], [-0.205, -5.023, -2.607], [0.017, -6.401, -3.073], [-1.031, -6.991, -3.747], [-1.231, -6.322, -5.179], [0.555, -5.386, -0.488], [1.734, -4.678, -1.664], [0.425, -3.732, -1.199], [-1.208, -4.763, -2.271], [0.062, -4.412, -3.469], [-0.821, -8.020, -4.038], [-1.864, -7.123, -3.056], [-1.991, -6.929, -5.670], [-0.372, -6.375, -5.847], [-1.701, -5.340, -5.118], [-5.171, 3.518, 4.944], [-5.372, 2.361, 4.079], [-4.163, 1.692, 3.816], [-3.445, 1.071, 4.922], [-2.351, 0.324, 4.295], [-4.937, 3.227, 5.968], [-4.320, 4.079, 4.558], [-6.038, 4.173, 5.024], [-6.069, 1.680, 4.568], [-5.862, 2.731, 3.179], [-2.984, 1.840, 5.542], [-4.086, 0.436, 5.535], [-2.730, -0.371, 3.546], [-1.660, -0.247, 4.916], [-1.688, 1.006, 3.763], [0.611, -2.214, 3.565], [1.930, -2.391, 2.795], [1.807, -3.024, 1.396], [2.640, -1.150, 2.729], [0.128, -3.169, 3.776], [-0.006, -1.517, 2.998], [0.674, -1.794, 4.568], [2.568, -2.998, 3.438], [1.283, -3.979, 1.396], [2.797, -3.342, 1.069], [1.325, -2.400, 0.644], [1.989, -0.465, 2.561], [6.678, 2.183, 1.389], [5.625, 1.623, 2.299], [4.168, 1.757, 1.866], [5.867, 0.219, 2.327], [6.769, 3.243, 1.625], [6.401, 2.085, 0.339], [7.655, 1.723, 1.534], [5.818, 2.069, 3.274], [3.919, 1.301, 0.907], [3.966, 2.784, 1.561], [3.515, 1.330, 2.626], [5.706, -0.038, 1.416], [-4.511, 0.120, 1.281], [-3.168, -0.031, 0.578], [-3.051, -1.336, -0.160], [-3.038, 1.111, -0.265], [-4.841, 1.132, 1.512], [-4.500, -0.528, 2.157], [-5.277, -0.349, 0.663], [-2.460, 0.082, 1.399], [-2.006, -1.548, -0.390], [-3.660, -1.383, -1.063], [-3.263, -2.136, 0.548], [-3.691, 0.986, -0.956], [-0.891, -1.703, -3.751], [-2.103, -1.819, -4.690], [-3.251, -1.546, -3.874], [0.121, -1.905, -4.102], [-1.037, -2.220, -2.802], [-0.862, -0.671, -3.404], [-2.203, -2.814, -5.122], [-2.067, -1.201, -5.587], [-3.796, -2.336, -3.901], [1.147, 4.183, 2.162], [0.170, 5.126, 1.645], [-0.371, 4.675, 0.415], [1.715, 4.580, 3.004], [1.851, 4.046, 1.341], [0.655, 3.316, 2.602], [0.659, 6.039, 1.307], [-0.525, 5.584, 2.349], [-0.327, 5.423, -0.185], [3.486, -1.693, -3.025], [2.271, -1.237, -2.284], [2.727, -1.011, -0.978], [4.340, -1.040, -2.846], [3.234, -1.794, -4.081], [3.781, -2.662, -2.623], [1.508, -2.004, -2.421], [1.795, -0.364, -2.730], [2.009, -0.557, -0.531], [5.838, -2.870, -0.109], [6.352, -1.598, -0.725], [5.527, -0.560, -0.366], [5.576, -2.756, 0.943], [6.500, -3.735, -0.118], [4.964, -3.141, -0.701], [6.248, -1.777, -1.795], [7.409, -1.459, -0.499], [4.610, -0.700, -0.614]],
  "gap_ev": [8.49, 8.73],
  "homo_energy_ev": [-6.67, -6.67],
  "total_charge": -1,
  "multiplicity": 2,
  "s2": 0.7696
}

---

{
  "formula": "C27H68Ca3N4O13S",
  "method": "ωB97M-V with the def2-TZVPD basis set",
  "symbols": ["Ca", "Ca", "Ca", "S", "O", "O", "O", "O", "C", "O", "C", "C", "N", "C", "C", "O", "C", "H", "H", "H", "H", "H", "H", "H", "H", "H", "H", "H", "H", "H", "H", "H", "C", "O", "C", "C", "N", "C", "C", "O", "C", "H", "H", "H", "H", "H", "H", "H", "H", "H", "H", "H", "H", "H", "H", "H", "C", "O", "C", "C", "N", "C", "C", "O", "C", "H", "H", "H", "H", "H", "H", "H", "H", "H", "H", "H", "H", "H", "H", "H", "C", "O", "C", "C", "N", "C", "C", "O", "C", "H", "H", "H", "H", "H", "H", "H", "H", "H", "H", "H", "H", "H", "H", "H", "C", "C", "C", "O", "H", "H", "H", "H", "H", "H", "H", "H"],
  "xyz": [[-3.545, -1.293, -3.479], [2.470, -2.822, 2.426], [-3.941, 0.971, 3.223], [-1.610, -0.652, 0.645], [-1.611, 0.666, 1.240], [-2.893, -1.120, 1.136], [-1.704, -0.643, -0.827], [-0.503, -1.516, 1.046], [-0.683, -8.877, 6.276], [0.165, -7.907, 5.711], [0.037, -6.626, 6.289], [0.946, -5.647, 5.504], [0.298, -4.994, 4.346], [-0.317, -5.978, 3.369], [0.660, -6.749, 2.449], [1.476, -5.811, 1.768], [2.034, -6.377, 0.604], [-0.501, -9.068, 7.333], [-0.534, -9.818, 5.747], [-1.743, -8.646, 6.166], [0.316, -6.665, 7.342], [-0.988, -6.261, 6.224], [1.904, -6.128, 5.301], [1.315, -4.874, 6.178], [-0.471, -4.430, 4.681], [-0.904, -5.368, 2.682], [-1.006, -6.680, 3.839], [0.066, -7.441, 1.852], [1.296, -7.399, 3.050], [2.566, -5.556, 0.122], [1.314, -6.823, -0.081], [2.752, -7.175, 0.795], [-1.010, -3.934, -3.064], [-2.425, -3.973, -2.739], [-2.755, -4.986, -1.814], [-4.259, -4.939, -1.571], [-4.724, -3.550, -1.297], [-6.155, -3.451, -1.202], [-6.817, -4.277, -0.046], [-6.427, -3.835, 1.277], [-5.424, -4.610, 1.964], [-0.439, -3.661, -2.177], [-0.847, -3.208, -3.861], [-0.717, -4.932, -3.391], [-2.274, -4.804, -0.853], [-2.540, -6.001, -2.149], [-4.469, -5.741, -0.863], [-4.757, -5.289, -2.476], [-4.505, -3.329, -0.336], [-6.587, -3.668, -2.179], [-6.479, -2.410, -1.193], [-6.729, -5.359, -0.140], [-7.907, -4.253, -0.066], [-5.370, -4.355, 3.022], [-4.470, -4.415, 1.473], [-5.582, -5.682, 1.848], [2.742, 0.305, 4.320], [3.008, 0.013, 2.935], [3.572, 1.149, 2.250], [3.616, 0.896, 0.761], [4.363, -0.334, 0.556], [4.369, -0.711, -0.861], [5.292, 0.197, -1.713], [6.371, 0.671, -0.965], [7.233, 1.573, -1.624], [3.654, 0.611, 4.833], [2.271, -0.549, 4.806], [2.015, 1.104, 4.464], [4.585, 1.297, 2.624], [3.080, 2.099, 2.456], [4.167, 1.723, 0.314], [2.649, 0.757, 0.277], [5.350, -0.131, 0.626], [3.383, -0.710, -1.326], [4.716, -1.737, -0.985], [4.772, 1.019, -2.204], [5.719, -0.417, -2.506], [8.006, 1.803, -0.891], [6.755, 2.522, -1.867], [7.704, 1.139, -2.507], [-2.332, 12.499, -0.273], [-1.485, 12.062, -1.309], [-0.091, 12.373, -1.098], [0.841, 11.304, -1.620], [0.767, 10.045, -0.966], [1.586, 9.041, -1.629], [1.634, 7.625, -1.019], [0.301, 7.131, -0.958], [0.150, 5.739, -0.578], [-3.370, 12.339, -0.563], [-2.193, 13.562, -0.076], [-2.119, 11.973, 0.657], [0.085, 12.527, -0.033], [0.134, 13.288, -1.646], [1.864, 11.679, -1.654], [0.689, 11.159, -2.690], [-0.189, 9.722, -1.023], [2.603, 9.421, -1.526], [1.462, 8.944, -2.707], [1.964, 7.561, 0.018], [2.153, 6.921, -1.669], [0.710, 5.074, -1.235], [-0.924, 5.559, -0.618], [0.507, 5.593, 0.442], [0.384, 1.967, -4.988], [-0.998, 2.039, -5.604], [-1.110, 2.748, -6.946], [-1.441, 0.711, -5.755], [1.004, 1.330, -5.619], [0.290, 1.470, -4.023], [0.922, 2.901, -4.831], [-1.666, 2.488, -4.870], [-2.128, 2.799, -7.332], [-0.537, 2.345, -7.782], [-0.824, 3.794, -6.830], [-1.029, 0.351, -6.543]],
  "gap_ev": 1.46,
  "homo_energy_ev": -13.40,
  "total_charge": 4
}

---

What is the formula in the second record? C27H68BrF6O16S2V